{"formula": "C2H4F3P", "method": "wB97M-V/def2-TZVPD", "relative_energy_kcal_mol": 105.0, "fmax_ev_per_a": 4.65, "gap_ev": [8.95, 9.04], "symbols": ["P", "F", "F", "F", "C", "C", "H", "H", "H", "H"], "xyz": [[-0.964, 0.683, -1.658], [1.391, -0.230, 2.154], [1.445, -1.714, 0.594], [2.284, 0.224, 0.108], [1.433, -0.398, 0.849], [-0.841, 0.599, 0.109], [-1.466, -0.067, 0.695], [-0.416, -0.602, -1.781], [-0.601, 1.413, 0.739], [-2.264, 0.092, -1.810]]}

{"formula": "CH3FO2", "method": "wB97M-V/def2-TZVPD", "relative_energy_kcal_mol": 100.7, "smiles": "OOCF", "fmax_ev_per_a": 5.65, "gap_ev": 10.90, "symbols": ["F", "O", "O", "C", "H", "H", "H"], "xyz": [[-1.594, -0.618, -0.326], [1.640, -0.252, 0.128], [0.688, 0.275, -0.704], [-0.794, 0.317, 0.056], [-0.886, 1.295, -0.449], [1.463, -1.189, 0.170], [-0.518, 0.173, 1.125]]}

{"formula": "C26H39N8O3", "method": "wB97M-V/def2-TZVPD", "total_charge": 1, "relative_energy_kcal_mol": 165.5, "fmax_ev_per_a": 5.70, "gap_ev": 6.88, "symbols": ["O", "O", "O", "N", "N", "N", "N", "N", "N", "N", "N", "C", "C", "C", "C", "C", "C", "C", "C", "C", "C", "C", "C", "C", "C", "C", "C", "C", "C", "C", "C", "C", "C", "C", "C", "C", "C", "H", "H", "H", "H", "H", "H", "H", "H", "H", "H", "H", "H", "H", "H", "H", "H", "H", "H", "H", "H", "H", "H", "H", "H", "H", "H", "H", "H", "H", "H", "H", "H", "H", "H", "H", "H", "H", "H", "H"], "xyz": [[-4.820, -0.661, 0.803], [3.073, -0.707, 2.177], [-2.352, -2.068, 3.717], [-2.022, -1.886, 0.332], [3.415, 0.344, 0.001], [-5.914, 5.588, 2.014], [4.312, 3.634, -2.476], [-8.547, -4.180, 0.080], [-2.764, -1.580, 1.459], [6.210, 3.378, -5.761], [-0.966, -6.207, 2.463], [0.039, -0.224, -2.841], [-0.545, -0.674, 2.828], [-0.467, -2.854, -2.228], [4.699, -1.835, 0.714], [2.160, 1.122, 0.197], [-1.149, -3.858, -1.222], [1.507, 0.095, -2.213], [5.553, 4.349, -5.912], [4.720, 5.582, -6.101], [4.641, 1.215, 0.017], [-3.289, 1.127, 1.476], [-1.927, -1.467, 2.687], [-6.391, -3.509, 1.529], [-0.610, -1.333, -1.857], [-1.900, -3.309, 0.014], [-7.597, -3.884, 0.719], [5.452, 3.790, -2.202], [-6.571, 4.633, 1.780], [-7.402, 3.421, 1.483], [-1.056, -5.698, 3.527], [-1.171, -5.048, 4.874], [-1.408, -0.927, -0.565], [-3.662, -0.409, 1.248], [6.897, 3.989, -1.855], [1.407, 1.384, -1.232], [3.622, -0.674, 1.043], [1.803, -0.862, -1.638], [-8.454, 3.700, 1.412], [-0.624, 0.705, -2.937], [-2.364, 1.272, 2.127], [4.429, 2.334, -0.024], [3.855, 5.353, -6.726], [-1.481, 0.194, -0.368], [5.392, -1.452, -0.129], [5.327, 0.901, 0.882], [-1.092, -4.977, -1.439], [1.382, 0.621, 0.863], [4.373, 5.947, -5.133], [7.161, 5.043, -1.955], [7.079, 3.672, -0.826], [-3.043, 1.593, 0.445], [5.227, 0.964, -0.950], [-1.344, -5.805, 5.641], [-5.669, -4.328, 1.520], [-7.086, 2.977, 0.537], [-5.924, -2.617, 1.108], [0.077, -1.253, 3.612], [0.302, 1.550, -0.972], [0.034, -0.598, 1.849], [-0.250, -4.511, 5.107], [-2.004, -4.344, 4.874], [4.220, -2.793, 0.326], [0.206, -0.720, -3.873], [-6.685, -3.305, 2.560], [0.078, -3.177, -3.175], [2.376, 2.168, 0.621], [1.806, 2.327, -1.738], [5.293, -1.983, 1.692], [2.257, 0.329, -3.048], [5.312, 6.360, -6.584], [-7.281, 2.684, 2.279], [-0.762, 0.347, 3.317], [7.524, 3.399, -2.526], [-4.213, 1.704, 1.849], [-2.411, -4.077, 0.700]]}